ORCA calculation (ωB97M-V/def2-TZVPD) on a cluster of 4 separate species, C25H27BClF3O6 in total.

```
63
Properties=species:S:1:pos:R:3:forces:R:3
C -2.486715 0.818701 -0.581116 -1.202 -0.437 -0.868
H -0.488169 0.090878 -2.476678 -1.166 -1.396 0.081
C -7.345899 -4.845233 -2.395200 0.197 0.250 -0.008
C -5.684726 -2.748653 -1.618194 0.111 0.119 0.053
H 1.137972 0.594413 2.180324 0.079 0.017 0.058
F 6.577095 3.028163 1.085639 0.543 0.080 -0.243
B -1.694989 -2.763359 -0.516636 -1.997 -1.115 1.412
H -7.997968 -5.657867 -2.697414 0.079 0.072 0.066
C 3.136253 1.325688 1.856870 -0.039 0.008 -0.058
C -2.844543 -3.583164 1.434969 -0.756 -0.376 1.154
O 2.515984 -0.771896 -0.696149 -4.414 -2.712 -2.012
C -6.197780 -3.627427 -0.679127 -0.251 -0.124 -0.902
H -5.595817 -2.245680 -3.706409 -0.027 -0.046 0.104
Cl -0.265523 -3.620450 -3.786844 0.434 0.972 1.347
C 2.997561 2.278483 4.450892 0.054 -0.269 -0.778
F 2.930248 2.740786 5.710801 -0.018 0.075 0.201
O 1.519347 -2.270751 -2.228876 -1.487 1.240 2.342
H -5.045410 -1.935578 -1.296351 -0.083 -0.075 0.101
C 0.242138 -2.957569 -2.147147 0.461 -0.271 -0.085
H 5.872975 4.756410 2.886683 0.027 0.012 -0.073
C -6.831909 -3.971072 -3.348743 0.014 0.025 -0.051
C 1.914886 1.597027 3.917167 -0.130 0.005 0.131
H -3.532134 -0.778547 -1.886406 1.431 0.976 0.190
C 6.887603 7.103487 0.649519 0.011 0.033 -0.035
H 7.500760 4.211450 -1.027062 -0.042 0.006 0.066
H -2.403706 -4.648232 1.370054 -0.645 1.727 -0.103
C -5.998775 -2.924010 -2.961698 -0.180 -0.265 0.170
O 0.214621 -1.220438 -0.510551 2.831 -1.084 -2.615
H 1.028736 1.441242 4.521652 0.068 0.039 0.006
H -3.163239 0.578727 1.275188 -0.079 -0.527 -0.740
H -3.014332 1.829232 -0.745863 1.018 -1.346 0.197
C -2.647270 -0.055011 -1.944978 0.481 1.158 -0.254
H -7.406506 -5.352287 -0.297596 0.027 0.068 -0.011
H 0.423110 -3.911368 -1.547952 -0.435 1.378 -0.568
H 6.075541 7.225256 2.638071 0.010 -0.106 -0.073
C -1.286209 -0.748515 -2.429753 -0.023 0.596 -0.305
H 6.970281 8.179471 0.533363 -0.012 -0.123 0.019
H -3.875229 -3.529743 0.935456 1.858 -0.236 0.829
C 4.220011 2.007393 2.404793 -0.257 -0.154 0.048
C -0.695847 -1.869671 -1.445552 -1.138 -0.630 -0.115
H 7.677029 6.680437 -1.307414 -0.026 -0.083 0.090
C 4.148153 2.491565 3.707847 0.029 0.046 0.084
H -2.931390 0.715645 -2.759366 0.489 -1.342 1.108
H -1.424619 -1.100180 -3.517236 0.238 0.150 1.828
H 5.120980 2.161664 1.816998 -0.586 -0.183 0.371
C 6.271928 5.189674 1.977476 -0.038 -0.145 0.136
H -1.787576 -4.713298 -1.017560 -0.961 0.841 -0.265
H -1.392258 0.980541 -0.300394 -1.431 -0.335 -0.308
C 1.497810 -1.370125 -1.116678 3.001 2.113 1.559
C -7.022778 -4.676244 -1.052729 -0.035 -0.085 0.175
O -3.252611 0.088691 0.429385 1.006 1.166 0.067
H -2.971930 -3.361297 2.561195 0.300 -0.139 -1.867
F -5.888992 -3.459023 0.617195 -0.191 0.020 0.186
C 7.287387 6.261701 -0.385743 -0.127 -0.030 0.332
C 7.187114 4.882411 -0.235804 0.027 -0.166 -0.122
H 3.188999 0.951203 0.840008 -0.024 0.008 0.158
C 1.982608 1.122557 2.610695 0.312 0.158 0.027
C 6.382723 6.568487 1.831125 0.108 -0.103 -0.280
H -7.080230 -4.104840 -4.396843 0.025 0.010 0.121
C 6.678277 4.361255 0.943388 0.081 0.946 -0.115
O -1.957846 -2.562191 0.875907 0.423 -1.249 -2.858
O -2.353433 -3.910811 -1.148958 2.076 0.909 0.829
H 4.978228 3.031889 4.148361 -0.049 -0.070 0.064
```
Forces are in eV/Å.

Results
E_LUMO   0.21 eV
HOMO-LUMO gap   9.0 eV



ORCA calculation (ωB97M-V/def2-TZVPD) on a structure of composition C25H27BN7O2RuS5.

```
68
Properties=species:S:1:pos:R:3:forces:R:3
S 3.423800 3.417700 -1.275500 -0.415 -0.241 -0.052
H -0.986700 4.285700 -4.554500 -0.104 -0.004 -0.018
H 0.748500 1.173700 5.023100 0.307 -0.046 0.212
H 0.460200 5.916900 1.030800 0.005 -0.094 -0.068
C 4.484800 -1.547900 -2.665700 -0.066 0.022 0.040
H -2.815300 -2.187300 -0.661900 -0.023 0.033 -0.047
N 0.675800 2.480500 3.213300 0.009 0.269 -0.495
H 5.324200 -0.888600 -2.828800 0.068 0.049 0.035
S 0.712500 -0.920900 2.284100 0.056 0.736 -1.659
H 0.014700 4.587000 -0.059400 0.102 -0.054 0.101
C -1.316300 -0.873300 -2.475800 -1.635 -0.152 -0.157
H -2.674700 -3.176700 2.614200 0.050 0.052 0.007
O -0.515000 0.044000 -2.153800 1.052 1.103 0.677
Ru 0.203000 0.304900 -0.015800 1.170 -0.270 2.078
C 0.986600 4.975900 -4.120100 0.094 0.091 -0.049
H -3.562800 -1.424500 4.381500 -0.193 0.012 0.036
H -0.478100 -2.786300 -0.368900 -0.144 0.082 0.020
C -2.249000 0.365000 4.370800 -0.492 -0.265 0.161
H 2.763300 4.895700 2.524700 0.182 0.091 0.000
C 4.480900 -2.810200 -3.257800 0.001 -0.113 -0.120
N 1.006900 4.026000 1.682100 -0.031 -0.717 0.601
N -1.703000 -1.484600 3.336400 0.239 0.855 0.095
C 0.441900 -2.758000 -0.925900 0.109 -0.569 -0.067
C 2.345500 2.205700 -0.577400 0.238 0.628 -0.319
C -2.807400 -0.596900 -2.119300 0.665 -0.310 0.026
H -2.994200 0.477200 -2.145900 -0.080 0.050 -0.036
C 2.356100 -3.253900 -2.307400 -0.283 0.316 0.320
H -0.971400 -2.966700 2.095900 -0.106 0.028 0.073
C 1.015800 3.028900 -2.158500 0.191 0.783 -0.824
C 2.143400 3.845200 -2.386600 -0.164 -0.248 0.171
H -1.336800 -3.489800 3.745900 -0.038 -0.013 -0.092
S 0.909300 -4.112800 -1.886300 0.136 0.307 0.232
O -1.045100 -1.941000 -3.009300 0.110 -0.321 -0.183
H 5.330300 -3.122900 -3.844900 0.060 -0.022 -0.127
H 2.994900 5.454100 -3.505100 0.119 0.161 -0.110
N 1.254300 -1.760900 -0.895500 -1.106 1.295 0.849
H -4.152400 -1.032100 -0.497400 0.143 -0.123 0.047
C 2.008100 4.141900 2.607900 0.087 -0.054 0.351
C 0.787500 4.960800 0.611400 -0.177 0.399 -0.381
H 3.439200 -0.168800 -1.395600 -0.007 0.070 -0.004
H 3.399600 -4.634700 -3.583200 0.019 -0.085 -0.012
H -2.736100 1.141300 4.921500 -0.031 0.162 0.148
C -0.120000 3.181800 -2.948800 0.040 -0.086 0.244
H 0.948000 5.734700 -4.883700 0.042 0.129 -0.128
H -2.612500 0.572100 0.314500 0.100 -0.360 0.119
C 3.432700 -1.131200 -1.880700 -0.055 0.120 0.073
C 2.130800 4.829300 -3.356800 -0.061 -0.010 -0.051
C -2.678400 -0.892300 4.095400 -0.161 0.208 0.156
C -3.078300 -1.127000 -0.717100 -0.404 -0.055 -0.345
C 0.224300 2.980100 2.057700 -0.178 0.283 -0.112
N -2.287400 -0.396800 0.272900 0.811 0.535 -0.084
C -1.677000 -2.859900 2.920700 0.073 -0.504 -0.107
C 2.356000 -1.990200 -1.679300 0.628 -0.484 -0.674
S -1.119400 2.423300 1.165700 0.362 -1.322 -0.962
S 2.752200 1.201900 0.725300 -1.550 -0.878 -0.257
C 3.411400 -3.667700 -3.103600 0.160 -0.024 -0.042
C -0.695800 -0.580500 3.175300 -0.093 -0.238 0.083
H 2.362100 2.945500 4.416900 0.121 -0.042 0.235
H -0.961300 2.532800 -2.772100 -0.109 -0.123 -0.019
C 1.797900 3.181800 3.541300 0.424 0.383 -0.039
C -0.120400 4.154800 -3.923800 -0.010 0.038 -0.046
N -1.012500 0.546000 3.824800 -0.072 -0.660 -0.289
N 1.170300 2.150000 -1.134600 0.106 -1.180 0.702
H -2.421900 -0.798900 1.196700 0.126 0.217 -0.047
H -0.765200 2.465900 4.888600 -0.233 0.102 0.260
H 1.714200 5.117100 0.056100 -0.117 -0.066 0.065
B -0.069800 1.678000 4.322000 -0.002 0.097 -0.224
H -3.440700 -1.111500 -2.839500 -0.064 0.027 0.028
```
Forces are in eV/Å.

Results
E_LUMO (spin up / spin down)   -1.67 / -0.72 eV
HOMO-LUMO gap (spin up / spin down)   6.2 / 7.1 eV
2S+1   2
<S²>   0.8373



Energy relative to the best compared isomer or geometry (same formula, charge and spin) values (in kcal/mol) by entry order: 55.2 46.2.